No. 1
DFT (ωB97M-V with the def2-TZVPD basis set) results for C4H8N2O in the gas phase.

As for the SMILES: C[C@@]1(C(N)=O)CN1. As for the total charge: 0.

Each atom is followed by the atoms it is bonded to, with distances in Å.
Atoms and positions in Å:
1 O -0.886 1.844 1.040  C4 1.221
2 N 0.304 0.241 2.138  C4 1.353, H11 1.007, H12 1.010
3 N 0.597 -1.297 -0.061  C5 1.463, C6 1.463, H15 1.017
4 C -0.256 0.799 1.039  O1 1.221, N2 1.353, C6 1.517
5 C -0.820 -1.240 -0.423  N3 1.463, C6 1.483, H10 1.089, H14 1.087
6 C -0.040 0.008 -0.237  N3 1.463, C4 1.517, C5 1.483, C7 1.509
7 C 0.306 0.866 -1.429  C6 1.509, H8 1.096, H9 1.096, H13 1.092
8 H 0.307 0.277 -2.353  C7 1.096
9 H 1.297 1.316 -1.301  C7 1.096
10 H -1.115 -1.495 -1.439  C5 1.089
11 H 0.219 0.712 3.023  N2 1.007
12 H 0.841 -0.608 2.038  N2 1.010
13 H -0.422 1.675 -1.521  C7 1.092
14 H -1.507 -1.574 0.351  C5 1.087
15 H 1.174 -1.525 -0.867  N3 1.017

No. 2
DFT (ωB97M-V with the def2-TZVPD basis set) results for C4H8N2O in the gas phase.

As for the SMILES: C=C(O)/C(N)=N/C. As for the total charge: 0.

Each atom is followed by the atoms it is bonded to, with distances in Å.
Atoms and positions in Å:
1 O -1.666 0.784 -2.014  C6 1.382, H13 0.966
2 N -1.453 -0.128 1.112  C4 1.380, H11 1.008, H14 1.009
3 N 0.828 0.298 0.386  C4 1.372, C7 1.467
4 C -0.520 0.206 0.150  N2 1.380, N3 1.372, C6 1.373
5 C 0.728 0.186 -1.618  C6 1.423, H8 1.092, H12 1.084
6 C -0.623 0.367 -1.210  O1 1.382, C4 1.373, C5 1.423
7 C 1.408 -0.686 1.306  N3 1.467, H9 1.091, H10 1.096, H15 1.097
8 H 1.181 0.859 -2.351  C5 1.092
9 H 2.468 -0.788 1.070  C7 1.091
10 H 1.348 -0.313 2.335  C7 1.096
11 H -2.391 -0.289 0.782  N2 1.008
12 H 1.208 -0.784 -1.561  C5 1.084
13 H -2.039 1.599 -1.654  O1 0.966
14 H -1.406 0.364 1.992  N2 1.009
15 H 0.931 -1.674 1.275  C7 1.097

Going through the records in order, we get frontier orbital gap values of 0.387, 0.305 Eh.
Going through the records in order, we get E values of -341.9614, -341.8506 Eh.